Entry 1:
{
  "formula": "H12O6",
  "method": "wB97M-V/def2-TZVPD",
  "spin_multiplicity": 1,
  "gap_ha": 0.3777,
  "e_homo_ev": -10.242,
  "relative_energy_kj_mol": 125.37,
  "charge": 0,
  "smiles": "O.O.O.O.O.O",
  "energy_ev": -12479.814,
  "symbols": ["O", "H", "H", "O", "H", "H", "O", "H", "H", "O", "H", "H", "O", "H", "H", "O", "H", "H"],
  "positions_angstrom": [[1.045389, -0.156111, 2.460778], [1.052389, -0.074111, 1.489778], [1.675389, -0.830111, 2.697778], [-0.980611, -2.090111, -0.064222], [-0.889611, -1.688111, -0.918222], [-1.942611, -2.175111, 0.054778], [1.102389, 0.476889, -0.170222], [0.292389, 0.888889, -0.477222], [1.745389, 0.396889, -0.849222], [-1.354611, 1.920889, -0.597222], [-2.140611, 1.373889, -0.407222], [-1.624611, 2.661889, -1.168222], [1.168389, -2.004111, -2.663222], [1.446389, -1.939111, -1.758222], [1.125389, -2.974111, -2.850222], [-0.770611, 2.243889, 2.032778], [-0.062611, 1.575889, 2.108778], [-0.887611, 2.391889, 1.078778]],
  "atomic_forces_ev_per_a": [[-0.396, 0.400, -0.021], [0.252, -0.279, 0.198], [0.224, -0.243, 0.010], [-0.760, -0.308, 0.667], [0.233, 0.310, -0.814], [0.563, -0.039, 0.054], [-0.392, -0.325, 1.142], [-0.137, 0.271, -0.504], [0.545, 0.182, -1.050], [-0.524, -0.057, -0.602], [0.410, 0.533, -0.155], [-0.007, -0.547, 0.292], [-0.348, -1.154, -0.952], [0.189, -0.080, 0.790], [0.070, 1.255, 0.298], [0.313, -0.181, -0.141], [-0.410, 0.394, 0.187], [0.173, -0.133, 0.599]],
  "lowdin_charge": [-0.070, -0.017, 0.030, -0.052, -0.003, 0.048, -0.022, 0.015, 0.044, -0.053, 0.090, 0.088, -0.065, 0.005, 0.067, -0.083, 0.000, -0.021]
}

Entry 2:
{
  "formula": "C60H50BBaBrN8O3P2",
  "method": "wB97M-V/def2-TZVPD",
  "s2": 0.771,
  "spin_multiplicity": 2,
  "gap_ha": [0.1856, 0.2714],
  "e_homo_ev": [-2.936, -5.270],
  "relative_energy_kj_mol": 180.84,
  "charge": -1,
  "energy_ev": -171089.134,
  "symbols": ["Ba", "O", "C", "C", "C", "C", "C", "C", "P", "C", "C", "C", "C", "C", "C", "C", "C", "C", "C", "C", "C", "C", "C", "C", "C", "C", "C", "P", "C", "C", "C", "C", "C", "C", "C", "C", "C", "C", "C", "C", "H", "H", "H", "H", "H", "H", "H", "H", "H", "H", "H", "H", "H", "H", "H", "H", "H", "H", "H", "H", "H", "H", "H", "H", "H", "H", "H", "H", "B", "N", "C", "C", "C", "N", "N", "C", "C", "C", "N", "H", "H", "H", "H", "H", "H", "H", "H", "Br", "C", "C", "C", "C", "C", "C", "N", "C", "C", "C", "C", "C", "C", "N", "H", "H", "H", "H", "H", "H", "H", "H", "H", "O", "C", "N", "O", "N", "C", "C", "C", "C", "C", "H", "H", "H", "H", "H"],
  "positions_angstrom": [[1.592247, -0.760630, 1.453304], [-1.476977, 2.483590, -3.162764], [-2.753749, 2.055727, -3.452173], [-3.696166, 2.975577, -3.916041], [-4.953390, 2.551304, -4.294763], [-5.282136, 1.202479, -4.211408], [-4.372833, 0.326420, -3.654614], [-3.107711, 0.725089, -3.217537], [-2.117624, -0.347091, -2.101113], [-2.302235, -1.992271, -2.878799], [-3.415340, -2.818227, -2.730475], [-3.455864, -4.067980, -3.324875], [-2.375705, -4.516683, -4.072517], [-1.256342, -3.712891, -4.212904], [-1.220121, -2.464946, -3.611610], [-3.264723, -0.504948, -0.691704], [-3.083213, -1.576606, 0.182183], [-3.868506, -1.703655, 1.313778], [-4.836440, -0.750742, 1.605009], [-5.016062, 0.323330, 0.748927], [-4.237657, 0.442642, -0.394414], [-0.840956, 3.350408, -4.027722], [-1.195489, 3.435719, -5.366853], [-0.554246, 4.344035, -6.195971], [0.443612, 5.161097, -5.695424], [0.832288, 5.009545, -4.374696], [0.232634, 4.093011, -3.517788], [1.124769, 3.811737, -1.935066], [-0.212174, 3.654473, -0.710745], [-0.647018, 4.916071, -0.298770], [-1.731496, 5.074327, 0.544916], [-2.406724, 3.954266, 0.999922], [-1.969363, 2.695565, 0.614956], [-0.870245, 2.535490, -0.214202], [1.877535, 2.246193, -2.512360], [1.219293, 1.071660, -2.874822], [1.813160, 0.194207, -3.765946], [3.081899, 0.438007, -4.269155], [3.788401, 1.546974, -3.835469], [3.183349, 2.444298, -2.968250], [-3.417177, 4.017616, -3.988949], [-5.672875, 3.272233, -4.660517], [-6.251407, 0.847720, -4.534381], [-4.661123, -0.709191, -3.520656], [-4.253559, -2.486675, -2.129275], [-4.326833, -4.697655, -3.193210], [-2.397993, -5.500526, -4.523559], [-0.396235, -4.067698, -4.765941], [-0.323750, -1.862493, -3.675887], [-2.314441, -2.311984, -0.020265], [-3.712609, -2.545275, 1.978516], [-5.445351, -0.844164, 2.495040], [-5.762318, 1.077236, 0.965434], [-4.388844, 1.292528, -1.049299], [-1.964478, 2.792647, -5.770531], [-0.842768, 4.401422, -7.237480], [0.934945, 5.886566, -6.329482], [1.655518, 5.598557, -3.987083], [-0.117518, 5.796705, -0.649075], [-2.033087, 6.068071, 0.853139], [-3.254959, 4.045548, 1.666984], [-2.483672, 1.820685, 0.979192], [-0.588828, 1.516156, -0.447362], [0.224327, 0.860191, -2.508605], [1.277463, -0.690701, -4.085398], [3.525278, -0.254743, -4.974017], [4.797810, 1.730419, -4.180944], [3.709532, 3.343279, -2.670283], [1.213125, 2.983974, 3.224672], [-0.045410, 2.020797, 3.339157], [-1.165902, 2.293154, 4.015539], [-2.109391, 1.316036, 3.732182], [-1.445773, 0.462687, 2.850902], [-0.209436, 0.903420, 2.624422], [2.565638, 2.294548, 2.833565], [3.730866, 2.524032, 3.460417], [4.768937, 2.091382, 2.664790], [4.133367, 1.590863, 1.527080], [2.813201, 1.721826, 1.631038], [0.955358, 3.832797, 2.407853], [1.380211, 3.445383, 4.328391], [-1.215928, 3.169927, 4.639198], [-3.116077, 1.242439, 4.104021], [-1.803704, -0.423427, 2.350069], [3.727076, 2.993222, 4.429662], [5.822689, 2.127294, 2.878357], [4.554120, 1.150683, 0.636572], [2.270105, -4.756293, 8.143878], [2.729662, -3.858801, 6.529652], [3.680702, -4.394725, 5.682168], [3.989959, -3.753629, 4.496402], [3.344842, -2.564122, 4.120609], [2.405812, -2.030635, 5.024076], [2.095046, -2.664109, 6.206862], [3.524458, -1.940483, 2.906689], [4.683660, -2.109810, 2.269345], [4.888901, -1.827539, 0.896879], [6.193804, -1.943558, 0.343066], [6.392047, -1.723021, -0.987790], [5.304302, -1.381992, -1.805252], [4.063774, -1.269673, -1.204836], [3.841137, -1.473778, 0.089267], [4.172118, -5.323441, 5.942678], [4.703381, -4.209136, 3.823600], [1.928836, -1.088821, 4.783533], [1.371460, -2.225489, 6.882064], [5.558990, -2.468803, 2.813028], [7.018558, -2.210416, 0.991743], [7.386160, -1.811523, -1.412313], [5.420564, -1.204002, -2.863555], [3.192649, -1.004239, -1.787687], [0.116054, -4.363089, -0.379731], [0.169363, -3.158713, -0.365399], [0.197346, -1.973901, -0.312141], [0.281937, -2.324667, 2.839212], [-0.650198, -3.045436, 3.357284], [-1.261645, -2.620444, 4.482631], [-2.267103, -3.376216, 5.045113], [-2.651193, -4.566496, 4.450590], [-2.011553, -4.969776, 3.284889], [-1.008392, -4.198035, 2.743994], [-0.895670, -1.673449, 4.847931], [-2.736212, -3.009936, 5.946625], [-3.433298, -5.172054, 4.885061], [-2.280100, -5.882311, 2.773412], [-0.466997, -4.411572, 1.830371]],
  "atomic_forces_ev_per_a": [[0.195, 0.594, -0.284], [0.016, -0.106, -0.017], [0.024, 0.137, -0.030], [0.035, -0.076, 0.015], [-0.022, -0.023, -0.009], [-0.003, 0.085, -0.022], [-0.135, -0.140, 0.058], [-0.370, 0.154, 0.052], [0.592, 0.036, -0.180], [-0.075, -0.085, 0.069], [-0.077, 0.090, -0.022], [0.022, -0.053, -0.037], [-0.036, -0.039, -0.006], [0.039, -0.036, -0.033], [0.083, -0.003, -0.016], [-0.135, 0.073, -0.078], [0.061, -0.147, 0.089], [-0.061, -0.012, 0.067], [-0.035, -0.004, 0.038], [-0.024, 0.004, 0.006], [-0.075, 0.060, -0.029], [-0.071, -0.051, 0.173], [0.053, 0.027, -0.079], [0.000, -0.001, -0.012], [-0.036, -0.002, -0.091], [0.165, 0.066, 0.044], [-0.247, -0.022, -0.160], [0.245, 0.195, 0.252], [-0.175, -0.013, -0.101], [0.082, 0.080, -0.067], [-0.078, 0.032, 0.072], [0.023, -0.090, -0.041], [-0.007, 0.049, 0.114], [-0.165, -0.071, 0.089], [0.119, -0.064, -0.061], [-0.062, 0.053, 0.036], [-0.039, -0.170, 0.028], [0.138, -0.071, 0.014], [0.009, -0.022, 0.020], [-0.036, 0.036, 0.048], [0.004, 0.007, -0.029], [-0.017, 0.012, -0.009], [-0.027, 0.004, -0.011], [0.016, 0.023, 0.013], [0.005, -0.026, 0.013], [-0.005, -0.013, -0.004], [-0.004, -0.007, -0.006], [0.003, -0.009, -0.002], [-0.021, 0.005, 0.007], [0.031, 0.030, -0.023], [-0.007, -0.027, 0.031], [-0.008, -0.009, 0.029], [-0.014, 0.006, 0.020], [0.008, -0.006, 0.006], [-0.019, 0.010, 0.035], [-0.004, 0.012, -0.024], [0.015, 0.006, -0.017], [-0.002, 0.009, 0.006], [0.017, -0.023, 0.000], [-0.014, -0.010, -0.002], [-0.009, 0.030, 0.003], [0.028, 0.001, 0.042], [0.229, 0.089, -0.230], [0.011, 0.019, -0.027], [0.023, 0.005, 0.039], [0.012, 0.006, -0.007], [0.007, -0.016, -0.020], [0.017, 0.006, 0.008], [-0.087, -0.047, 0.024], [0.315, 0.005, -0.043], [-0.062, 0.135, 0.107], [0.036, 0.054, 0.135], [0.043, 0.036, 0.145], [-0.006, 0.012, -0.093], [-0.169, -0.115, -0.125], [-0.044, 0.080, 0.281], [0.182, 0.006, 0.076], [-0.217, 0.110, 0.022], [-0.183, 0.284, -0.189], [-0.023, 0.030, -0.100], [-0.004, 0.086, 0.073], [-0.036, 0.008, 0.039], [-0.054, 0.001, 0.015], [0.016, -0.056, 0.015], [0.056, 0.014, 0.011], [0.018, -0.013, 0.014], [0.055, -0.066, 0.016], [0.015, -0.021, 0.027], [-0.059, 0.107, -0.052], [-0.004, -0.122, 0.220], [0.016, 0.022, -0.096], [-0.037, 0.088, -0.053], [0.042, 0.072, -0.027], [0.013, -0.053, 0.103], [0.295, -0.175, 0.116], [0.075, 0.020, -0.170], [0.183, -0.107, 0.029], [-0.042, -0.022, 0.103], [0.188, -0.014, -0.094], [-0.175, 0.065, -0.083], [0.255, -0.058, 0.039], [0.230, -0.106, 0.244], [-0.007, -0.006, -0.012], [-0.014, -0.023, -0.034], [-0.031, 0.013, -0.051], [0.003, -0.037, 0.032], [0.016, 0.002, 0.011], [0.010, -0.005, 0.021], [-0.015, -0.004, 0.015], [-0.009, 0.023, -0.048], [-0.107, 0.053, -0.120], [-0.057, -0.082, 0.011], [-0.063, -0.152, 0.009], [-0.347, -0.163, -0.708], [-0.380, -0.477, 0.475], [0.160, 0.121, -0.223], [-0.012, -0.165, -0.079], [0.024, 0.086, 0.015], [-0.001, -0.081, -0.052], [-0.004, 0.042, 0.037], [-0.075, 0.115, 0.141], [-0.034, -0.005, 0.041], [-0.034, -0.042, 0.020], [-0.029, -0.002, 0.007], [-0.034, -0.033, 0.024], [-0.007, -0.048, -0.016]],
  "lowdin_charge": [1.870, -0.016, -0.260, -0.026, -0.076, -0.087, -0.089, -0.267, 1.139, -0.362, -0.106, -0.083, -0.091, -0.078, -0.093, -0.362, -0.110, -0.093, -0.094, -0.086, -0.099, -0.239, -0.022, -0.083, -0.099, -0.109, -0.272, 1.122, -0.369, -0.135, -0.092, -0.077, -0.090, -0.079, -0.347, -0.087, -0.086, -0.103, -0.092, -0.121, 0.127, 0.103, 0.099, 0.095, 0.102, 0.099, 0.098, 0.103, 0.073, 0.087, 0.096, 0.098, 0.101, 0.106, 0.119, 0.101, 0.096, 0.092, 0.090, 0.097, 0.102, 0.074, 0.078, 0.033, 0.084, 0.102, 0.100, 0.089, -0.404, -0.082, -0.113, -0.082, -0.221, -0.101, -0.103, -0.115, -0.074, -0.200, -0.101, 0.065, 0.062, 0.115, 0.083, 0.083, 0.108, 0.083, 0.095, 0.661, -0.716, -0.148, -0.032, -0.313, -0.049, -0.149, -0.109, -0.166, -0.311, -0.054, -0.106, -0.093, -0.169, -0.066, 0.094, 0.100, 0.102, 0.095, 0.106, 0.101, 0.095, 0.081, 0.087, -0.024, -0.638, -0.150, -0.364, -0.184, -0.008, -0.044, -0.077, -0.040, 0.019, 0.136, 0.111, 0.103, 0.114, 0.119]
}